Record 1
22
Properties=species:S:1:pos:R:3:forces:R:3:nbo_charge:R:1 method="wB97M-V/def2-TZVPD" relative_energy_ev=1.3137 energy_ev=-8965.045 e_lumo_ev=0.73 smiles=CCNC(C)C.O
O 0.043 0.337 2.660 1.34 0.34 1.23 -0.92
N -0.560 0.099 -0.595 0.26 -0.27 -0.34 -0.66
C 0.337 -1.032 -0.658 0.88 -0.33 -0.45 -0.03
C -0.192 -2.208 0.166 0.10 -0.47 0.51 -0.62
C -1.170 2.341 -1.174 -1.14 0.83 -0.27 -0.62
C -0.194 1.496 -0.378 -1.22 -0.35 0.41 -0.22
C 1.790 -0.681 -0.293 -0.70 -0.83 0.01 -0.62
H -0.818 -2.857 -0.449 -0.20 0.09 0.18 0.21
H 2.119 0.183 -0.843 0.13 0.62 0.28 0.21
H -0.349 1.723 0.681 0.51 0.33 0.03 0.19
H -2.182 2.315 -0.748 0.09 -0.55 0.20 0.20
H 1.818 -0.621 0.792 0.47 0.62 0.05 0.22
H -1.306 1.980 -2.193 0.35 0.01 -0.09 0.21
H -1.478 -0.175 -0.295 -0.13 0.37 0.10 0.36
H 0.593 -2.848 0.584 0.21 0.10 -0.39 0.21
H 0.301 -0.181 3.436 0.44 0.48 0.08 0.46
H -0.741 -1.907 1.065 -0.19 0.21 -0.29 0.18
H 0.838 1.689 -0.641 0.01 -0.07 -0.09 0.20
H -1.041 3.430 -1.196 0.79 -0.18 0.00 0.21
H 2.479 -1.460 -0.622 -0.20 -0.34 0.12 0.21
H 0.382 -1.426 -1.688 -0.07 0.21 -0.05 0.15
H -0.668 -0.196 2.388 -1.74 -0.81 -1.21 0.46

***

Record 2
22
Properties=species:S:1:pos:R:3:forces:R:3:nbo_charge:R:1 method="wB97M-V/def2-TZVPD" relative_energy_ev=1.4064 energy_ev=-8964.952 e_lumo_ev=0.80 smiles=CCNC(C)C.O
O 0.735 3.042 -1.969 0.24 -0.19 -0.16 -0.94
N -0.818 -1.652 0.321 -0.25 1.98 1.06 -0.60
C -1.317 0.478 -1.028 1.03 -0.26 1.22 -0.64
C -1.112 -1.033 -1.002 0.45 -1.07 0.22 -0.23
C 0.333 -1.055 1.066 0.93 -1.39 0.86 -0.07
C 1.650 -1.314 0.337 -0.17 1.03 -0.22 -0.62
C 0.277 0.299 1.791 -0.57 1.33 0.55 -0.65
H 0.473 -1.632 1.992 -0.58 -0.87 -0.52 0.19
H -0.231 -1.342 -1.562 -0.11 0.36 -0.61 0.19
H -0.730 0.545 2.161 -0.15 0.01 -0.75 0.21
H -1.945 -1.614 -1.403 -0.08 0.23 -0.08 0.20
H 0.711 1.179 1.304 -0.30 -0.15 -0.34 0.20
H 1.691 -0.824 -0.641 0.00 0.10 0.09 0.20
H 2.416 -0.848 0.960 0.32 -0.32 -0.19 0.21
H 0.250 2.736 -1.198 -0.10 0.20 -0.03 0.47
H -0.394 0.846 -0.575 0.06 0.29 -0.08 0.19
H -1.595 -1.424 0.944 -0.24 -0.44 -0.28 0.34
H 0.455 3.940 -2.157 -0.13 0.03 0.16 0.47
H -2.080 0.765 -0.297 -0.32 0.11 -0.51 0.20
H 1.841 -2.369 0.165 -0.04 -0.09 0.24 0.22
H -1.370 0.975 -1.990 -0.50 -0.28 -0.18 0.23
H 0.761 0.301 2.781 0.52 -0.61 -0.48 0.22

***

Record 3
22
Properties=species:S:1:pos:R:3:forces:R:3:nbo_charge:R:1 method="wB97M-V/def2-TZVPD" relative_energy_ev=0.8282 energy_ev=-8965.530 e_lumo_ev=0.95 smiles=CNCC(C)C.O
O -2.491 -5.667 4.156 0.53 -0.17 -0.30 -0.94
N -0.570 2.072 -0.259 0.16 0.02 -0.88 -0.61
C 0.577 1.455 -0.954 -0.42 -0.42 0.71 -0.21
C 0.418 -0.063 -1.117 -0.12 0.08 0.23 -0.23
C -0.195 -0.729 0.118 0.26 0.01 0.42 -0.61
C 1.771 -0.718 -1.410 -0.09 -0.21 0.59 -0.60
C -0.424 3.524 -0.283 0.12 0.33 0.11 -0.42
H 2.262 -0.392 -2.317 -0.12 0.11 -0.39 0.21
H -2.094 -5.387 4.990 -0.01 -0.07 -0.20 0.47
H 0.576 3.814 0.056 -0.08 -0.17 0.04 0.19
H 2.472 -0.497 -0.594 -0.16 -0.06 -0.03 0.20
H -0.559 3.984 -1.275 0.02 -0.15 0.04 0.16
H -0.352 -1.786 -0.075 -0.09 -0.19 -0.08 0.20
H 1.455 1.633 -0.313 -0.06 0.14 -0.40 0.18
H -1.374 1.858 -0.851 -0.06 -0.04 0.42 0.34
H -1.747 -5.954 3.594 -0.52 0.24 0.49 0.47
H 1.635 -1.805 -1.429 0.17 0.12 -0.18 0.21
H -1.131 3.981 0.403 -0.17 0.06 0.04 0.20
H 0.686 1.910 -1.941 0.51 0.10 -0.11 0.17
H -1.129 -0.296 0.472 -0.07 0.10 -0.33 0.22
H 0.475 -0.672 0.983 0.14 0.08 -0.14 0.20
H -0.260 -0.264 -1.955 0.04 0.10 -0.07 0.19

***

Record 4
22
Properties=species:S:1:pos:R:3:forces:R:3:nbo_charge:R:1 method="wB97M-V/def2-TZVPD" relative_energy_ev=0.8285 energy_ev=-8965.530 e_lumo_ev=0.77 smiles=CC(C)[C@H](C)N.O
O 0.484 3.706 -0.060 0.53 0.20 -0.25 -0.93
N -1.532 0.068 -0.771 0.07 -0.20 -0.07 -0.84
C 0.320 -2.093 0.315 0.75 0.58 1.00 -0.61
C 1.068 -0.812 -1.693 0.11 0.01 0.52 -0.61
C -0.736 0.380 1.553 2.32 0.74 1.46 -0.65
C -0.337 0.336 0.074 -2.54 -1.16 0.42 -0.05
C 0.748 -0.717 -0.197 -0.32 0.71 -0.75 -0.22
H -2.084 -0.654 -0.319 0.02 -0.08 -0.13 0.34
H -2.148 0.871 -0.791 0.13 0.16 -0.01 0.36
H -0.048 1.328 -0.183 0.69 0.54 -0.42 0.18
H -0.375 3.540 0.324 -0.17 -0.23 0.21 0.47
H 1.902 -1.508 -1.768 0.07 0.12 -0.47 0.20
H 1.030 2.922 0.081 -0.28 0.22 0.09 0.47
H 0.208 -1.192 -2.207 -0.44 -0.51 -0.31 0.22
H -0.695 -2.331 0.013 0.05 -0.27 -0.26 0.21
H 1.643 -0.344 0.305 0.12 -0.32 0.27 0.19
H 1.047 -2.855 0.040 -0.25 -0.12 -0.38 0.22
H -1.296 1.229 1.953 -0.45 0.05 -0.78 0.21
H 0.250 0.567 2.028 -0.20 -0.12 0.28 0.20
H 1.271 0.135 -2.195 0.35 0.12 0.30 0.21
H -1.076 -0.502 2.093 -0.33 -0.32 -0.71 0.22
H 0.356 -2.075 1.407 -0.22 -0.12 0.01 0.21

***

Record 5
22
Properties=species:S:1:pos:R:3:forces:R:3:nbo_charge:R:1 method="wB97M-V/def2-TZVPD" relative_energy_ev=2.7866 energy_ev=-8963.572 e_lumo_ev=0.81 smiles=CC[C@@H](C)NC.O
O 1.956 -4.855 -0.722 -1.80 -1.60 1.61 -0.93
N -1.150 1.959 -0.199 -0.99 2.72 0.45 -0.67
C -0.978 -0.471 -0.020 1.39 1.43 -2.68 -0.39
C -1.018 3.396 0.292 1.84 -0.47 0.95 -0.42
C -0.292 0.924 0.300 1.54 -0.13 1.40 -0.01
C -0.209 -1.761 0.381 -2.25 -0.95 -0.25 -0.63
C 1.231 0.833 -0.284 -1.33 0.85 -1.75 -0.66
H 0.451 -1.806 -0.457 1.21 -0.93 0.20 0.23
H 1.866 1.724 -0.603 -1.32 -0.38 1.13 0.22
H -0.896 -0.286 -1.177 -0.75 -1.20 1.62 0.17
H 1.226 -5.554 -0.590 1.62 1.52 -0.70 0.47
H -1.456 2.005 -1.174 0.60 -0.67 0.47 0.37
H 1.059 0.385 -1.316 0.54 -0.17 1.27 0.19
H 2.094 -4.622 0.223 0.18 0.10 -0.91 0.47
H 0.200 -1.521 1.317 1.42 0.12 1.15 0.20
H -0.274 1.127 1.434 0.26 -0.48 -1.46 0.18
H -1.913 3.990 0.217 -0.76 -0.34 -0.54 0.20
H -1.989 -0.364 0.234 -1.44 -0.14 0.58 0.21
H -0.806 3.513 1.442 0.03 -0.81 -2.17 0.20
H -0.231 3.988 -0.288 -0.67 -0.81 0.90 0.17
H 1.838 0.239 0.377 0.20 -0.54 -0.08 0.21
H -0.711 -2.842 0.610 0.47 2.86 -1.16 0.21

***

Record 6
22
Properties=species:S:1:pos:R:3:forces:R:3:nbo_charge:R:1 method="wB97M-V/def2-TZVPD" relative_energy_ev=1.2100 energy_ev=-8965.149 e_lumo_ev=0.96 smiles=CCNC.CCO
O 1.141 0.312 -1.197 -0.48 0.58 0.26 -0.77
N -1.441 -0.507 -0.269 -0.45 -0.54 0.64 -0.64
C -1.192 -1.175 1.023 0.99 0.81 0.57 -0.22
C -2.303 0.674 -0.180 0.53 0.91 -0.83 -0.42
C -0.314 -2.392 0.794 0.34 -0.60 -0.28 -0.62
C 2.697 1.433 0.279 0.11 1.59 -0.12 -0.63
C 1.435 1.565 -0.568 -0.28 0.10 -0.37 -0.06
H 2.868 2.424 0.789 0.16 -0.81 -0.64 0.20
H -2.113 -1.390 1.601 0.19 -0.05 -0.39 0.17
H -3.231 0.513 0.374 -0.25 -0.10 -0.26 0.18
H -1.897 -1.257 -0.793 -0.01 0.61 -0.41 0.36
H 1.653 2.348 -1.357 -0.66 -0.63 0.76 0.16
H 3.597 1.135 -0.319 -0.91 0.26 0.53 0.22
H -0.193 -2.970 1.722 0.18 0.32 -0.23 0.21
H -1.779 1.496 0.351 -0.07 -0.58 -0.16 0.19
H 0.185 0.156 -1.008 0.55 -0.49 -0.23 0.50
H -0.708 -3.107 0.057 -0.27 0.24 0.10 0.20
H 2.505 0.755 1.075 0.10 -0.92 0.58 0.20
H -2.465 1.084 -1.224 -0.18 -0.62 1.21 0.21
H 0.664 -2.076 0.378 -0.47 -0.13 0.48 0.23
H 0.511 1.831 0.062 1.51 0.14 -0.74 0.15
H -0.569 -0.511 1.672 -0.65 -0.10 -0.45 0.19

***

Record 7
23
Properties=species:S:1:pos:R:3:forces:R:3:nbo_charge:R:1 method="wB97M-V/def2-TZVPD" relative_energy_ev=3.3823 energy_ev=-11010.564 e_lumo_ev=0.92 smiles="COCN.C=O.CC"
O -1.686 2.114 -1.371 -0.57 -1.10 0.30 -0.59
O 1.982 -0.028 0.763 -0.10 -0.01 0.01 -0.54
N 0.198 1.393 0.500 0.57 0.97 -0.14 -0.84
C -1.015 -1.804 0.140 0.03 0.21 -0.02 -0.62
C -2.339 1.084 -1.278 -0.34 1.49 -1.44 0.30
C -1.835 -0.645 0.701 1.81 1.09 0.89 -0.74
C 1.436 0.941 -0.094 0.02 0.25 -0.11 0.11
C 3.125 -0.658 0.231 -0.02 0.08 -0.02 -0.25
H -0.274 2.080 -0.108 0.52 -0.43 0.52 0.41
H 2.169 1.761 -0.241 -0.08 -0.23 0.03 0.14
H 3.928 0.064 0.036 -0.03 -0.05 0.02 0.17
H -3.370 1.101 -0.890 0.24 -0.07 0.40 0.12
H 0.048 -1.610 0.298 -0.01 -0.12 0.05 0.21
H -2.078 0.187 -1.857 0.31 -0.20 0.34 0.12
H -1.101 0.384 0.574 -2.53 -2.21 -0.41 0.31
H -1.269 -2.754 0.613 0.03 -0.05 -0.14 0.20
H 3.459 -1.380 0.973 0.04 0.02 -0.04 0.20
H -1.171 -1.891 -0.939 0.01 -0.16 0.00 0.18
H -2.897 -0.815 0.523 -0.04 0.72 -0.48 0.20
H 0.368 1.795 1.416 0.05 0.09 -0.08 0.37
H -1.771 -0.648 1.793 0.02 -0.31 0.23 0.20
H 2.892 -1.186 -0.703 -0.01 0.03 0.03 0.17
H 1.200 0.514 -1.080 0.06 -0.01 0.06 0.16

***

Record 8
23
Properties=species:S:1:pos:R:3:forces:R:3:nbo_charge:R:1 method="wB97M-V/def2-TZVPD" relative_energy_ev=1.1623 energy_ev=-11012.784 e_lumo_ev=0.71 smiles="C=C(C)CCN.O.O"
O 0.297 0.281 -2.644 -0.12 -0.47 -0.42 -0.96
O 2.804 -0.292 -1.056 0.04 0.25 -0.34 -0.95
N 0.722 1.612 1.312 -0.48 0.53 0.11 -0.84
C 0.088 -1.695 0.631 1.04 -0.43 -0.58 -0.43
C -1.799 -0.836 -0.711 -0.79 0.24 -0.05 -0.66
C -0.941 -0.871 0.510 0.21 -0.33 0.41 0.03
C -0.720 1.505 1.322 -1.22 0.29 -0.25 -0.21
C -1.277 0.095 1.608 -0.17 0.13 0.33 -0.46
H 0.416 1.153 -3.025 0.11 0.17 0.38 0.48
H -1.135 2.198 2.060 0.30 -0.13 0.25 0.19
H 2.819 -0.280 -2.029 -0.11 -0.14 0.53 0.48
H 0.795 -1.685 1.459 -0.45 0.05 0.16 0.20
H 1.055 1.481 2.261 0.34 -0.20 -0.34 0.36
H -1.349 -1.235 -1.610 0.39 0.09 -0.05 0.24
H -2.720 -1.411 -0.596 -0.11 0.01 0.39 0.22
H -2.116 0.199 -0.888 0.07 -0.18 -0.23 0.21
H 2.682 -1.210 -0.799 -0.03 -0.08 -0.11 0.47
H -0.872 -0.194 2.578 0.28 -0.37 -0.10 0.20
H -1.200 1.895 0.408 0.62 -0.23 -0.13 0.18
H 1.173 0.997 0.649 0.10 -0.18 0.23 0.37
H 0.378 -2.378 -0.176 -0.29 0.20 0.15 0.19
H 0.524 0.283 -1.708 0.18 0.37 -0.07 0.49
H -2.364 0.077 1.777 0.07 0.40 -0.28 0.21